(1)
ORCA calculation (wB97M-V/def2-TZVPD) on a cluster of 6 separate species, C31H67O11S in total.

Each line ends with the Löwdin charge.
Atoms and positions in Å:
C 1.607 1.392 -0.489  -0.07
C 1.458 -0.117 -0.737  -0.23
C 0.785 -0.810 0.448  -0.21
O -0.325 -1.683 0.079  -0.40
S -1.503 -0.963 -0.719  1.20
C -3.001 -1.202 0.230  -0.31
C -3.785 0.142 0.321  -0.18
C -5.228 -0.025 -0.071  -0.26
C -5.571 -0.329 -1.386  -0.05
C -6.900 -0.482 -1.761  -0.06
C -7.890 -0.303 -0.805  -0.07
C -7.569 -0.004 0.513  -0.06
C -6.234 0.130 0.885  -0.03
H 1.789 1.599 0.562  0.08
H 2.407 1.825 -1.076  0.07
H 0.669 1.895 -0.732  0.07
H 0.902 -0.261 -1.663  0.10
H 2.440 -0.544 -0.906  0.11
H 0.472 -0.094 1.208  0.11
H 1.503 -1.464 0.929  0.13
H -1.250 0.344 -0.476  0.04
H -3.596 -1.910 -0.333  0.10
H -2.757 -1.602 1.209  0.10
H -3.349 0.877 -0.359  0.10
H -3.688 0.545 1.323  0.12
H -4.804 -0.449 -2.141  0.11
H -7.180 -0.731 -2.771  0.11
H -8.933 -0.389 -1.068  0.11
H -8.347 0.124 1.247  0.11
H -5.980 0.354 1.910  0.11
C -0.827 0.265 7.475  -0.09
O -1.181 -0.875 6.704  -0.21
C -2.030 -0.587 5.613  -0.20
C -1.261 -0.521 4.310  -0.21
O -0.335 0.554 4.287  -0.19
C 0.991 0.143 4.579  -0.10
H 0.021 -0.012 8.097  0.09
H -0.541 1.108 6.843  0.08
H -1.658 0.563 8.121  0.09
H -2.577 0.346 5.781  0.13
H -2.761 -1.400 5.545  0.13
H -1.976 -0.352 3.494  0.11
H -0.749 -1.471 4.121  0.13
H 1.445 -0.327 3.697  0.08
H 1.026 -0.556 5.415  0.09
H 1.572 1.026 4.838  0.10
C 8.263 3.133 -1.800  -0.10
O 8.214 1.741 -1.522  -0.19
C 7.444 1.412 -0.382  -0.21
C 6.065 0.920 -0.762  -0.21
O 5.290 1.929 -1.395  -0.21
C 5.288 1.826 -2.810  -0.11
H 8.626 3.251 -2.821  0.08
H 7.279 3.600 -1.720  0.08
H 8.956 3.634 -1.116  0.09
H 7.369 2.269 0.295  0.13
H 7.968 0.610 0.147  0.13
H 5.534 0.626 0.150  0.12
H 6.144 0.038 -1.406  0.13
H 4.610 1.029 -3.138  0.08
H 6.287 1.633 -3.203  0.09
H 4.932 2.775 -3.209  0.09
C -1.420 -3.763 7.873  -0.12
O -1.353 -5.171 8.022  -0.19
C -2.165 -5.668 9.075  -0.20
C -3.474 -6.229 8.564  -0.20
O -4.289 -5.228 7.971  -0.19
C -4.215 -5.202 6.560  -0.12
H -1.002 -3.510 6.902  0.08
H -2.449 -3.398 7.917  0.08
H -0.829 -3.265 8.649  0.09
H -2.353 -4.884 9.815  0.13
H -1.608 -6.470 9.566  0.13
H -4.032 -6.643 9.409  0.13
H -3.287 -7.040 7.854  0.13
H -4.804 -6.019 6.127  0.09
H -3.184 -5.274 6.207  0.08
H -4.637 -4.254 6.227  0.08
C 12.938 2.859 -6.698  -0.11
O 12.932 1.746 -5.822  -0.19
C 12.505 2.058 -4.507  -0.20
C 11.061 1.674 -4.272  -0.20
O 10.166 2.429 -5.077  -0.20
C 9.735 1.743 -6.238  -0.11
H 13.011 2.477 -7.715  0.09
H 12.023 3.449 -6.609  0.08
H 13.802 3.502 -6.500  0.09
H 12.654 3.122 -4.298  0.13
H 13.134 1.487 -3.818  0.13
H 10.807 1.885 -3.228  0.12
H 10.919 0.602 -4.440  0.13
H 8.971 0.999 -5.984  0.09
H 10.563 1.248 -6.747  0.08
H 9.298 2.478 -6.912  0.09
C -9.508 1.918 -4.056  -0.11
O -9.801 0.715 -4.742  -0.20
C -10.817 0.856 -5.727  -0.20
C -10.245 0.998 -7.120  -0.20
O -9.490 2.189 -7.267  -0.19
C -8.092 1.994 -7.165  -0.11
H -8.560 1.778 -3.537  0.08
H -9.426 2.769 -4.735  0.09
H -10.283 2.133 -3.312  0.09
H -11.456 1.712 -5.492  0.13
H -11.433 -0.047 -5.689  0.13
H -11.074 1.049 -7.832  0.13
H -9.638 0.123 -7.373  0.13
H -7.696 1.560 -8.090  0.09
H -7.834 1.346 -6.324  0.08
H -7.634 2.970 -7.012  0.09

HOMO-LUMO gap = 6.57 eV
charge = +1

---

(2)
ORCA calculation (wB97M-V/def2-TZVPD) on a structure of composition C31H68N3O16P3Si2 at a distorted geometry.

Each line ends with the Löwdin charge.
Atoms and positions in Å:
C 3.569 -1.285 5.195  -0.07
C 2.438 -1.574 4.186  -0.25
O 2.943 -1.621 2.853  -0.06
C 1.913 -1.846 1.936  -0.47
O 1.176 -0.931 1.670  0.13
C 1.792 -3.235 1.312  -0.08
C 1.323 -3.191 -0.169  -0.24
C 2.235 -3.969 -1.152  -0.22
Si 3.747 -2.955 -1.748  0.49
C 4.007 -1.572 -0.486  -0.13
C 3.356 -2.277 -3.470  -0.23
C 2.455 -1.015 -3.424  -0.24
C 2.613 -0.268 -4.786  -0.27
N 3.727 0.694 -4.681  0.00
O 5.021 -4.066 -1.887  -0.31
Si 6.550 -3.495 -1.490  0.54
C 6.803 -3.492 0.411  -0.24
C 8.281 -3.679 0.768  -0.32
N 8.925 -4.737 0.504  0.07
C 7.042 -1.886 -2.349  -0.27
C 8.207 -1.106 -1.659  -0.22
C 7.748 -0.365 -0.373  -0.23
N 7.637 1.088 -0.557  -0.06
C 6.565 1.706 0.211  -0.16
C 5.628 2.639 -0.589  -0.12
C 4.885 3.582 0.141  -0.06
C 4.039 4.499 -0.460  -0.10
C 3.907 4.511 -1.849  -0.09
C 4.594 3.578 -2.608  -0.03
C 5.439 2.652 -1.980  -0.26
O 6.077 1.755 -2.831  0.00
H 4.067 -2.218 5.490  0.07
H 4.279 -0.603 4.705  0.08
H 3.199 -0.785 6.099  0.07
H 1.925 -2.512 4.475  0.13
H 1.695 -0.766 4.285  0.12
H 0.998 -3.749 1.881  0.13
H 2.729 -3.795 1.432  0.12
H 1.163 -2.166 -0.540  0.09
H 0.324 -3.657 -0.215  0.11
H 1.645 -4.194 -2.056  0.08
H 2.579 -4.941 -0.755  0.08
H 4.236 -1.920 0.531  0.04
H 4.712 -0.800 -0.836  0.03
H 3.038 -1.042 -0.407  0.04
H 4.339 -2.010 -3.911  0.07
H 2.939 -3.072 -4.112  0.09
H 1.383 -1.281 -3.368  0.11
H 2.694 -0.341 -2.586  0.09
H 1.665 0.203 -5.104  0.10
H 2.944 -1.030 -5.509  0.11
H 3.394 1.544 -4.241  0.05
H 4.135 0.890 -5.587  0.07
H 7.509 -4.516 -1.972  0.02
H 6.321 -2.640 0.907  0.05
H 6.274 -4.396 0.773  0.09
H 8.816 -2.862 1.277  0.10
H 8.324 -5.433 0.056  0.03
H 6.223 -1.171 -2.532  0.05
H 7.416 -2.177 -3.350  0.08
H 9.023 -1.823 -1.455  0.10
H 8.615 -0.409 -2.409  0.11
H 8.506 -0.562 0.408  0.11
H 6.753 -0.750 -0.126  0.07
H 8.526 1.540 -0.402  0.12
H 7.042 2.363 0.966  0.12
H 5.953 0.991 0.783  0.12
H 4.948 3.638 1.233  0.11
H 3.462 5.227 0.111  0.10
H 3.275 5.228 -2.375  0.10
H 4.520 3.551 -3.697  0.11
H 5.521 0.962 -2.858  0.06
C -3.500 1.846 -0.008  -0.11
O -2.795 0.665 -0.445  -0.25
P -2.218 0.677 -2.023  0.58
O -2.002 -0.791 -2.175  -0.27
O -0.863 1.471 -1.622  -0.26
C -0.051 0.960 -0.568  -0.11
O -2.012 1.147 -3.622  -0.23
C -3.171 1.695 -4.277  -0.12
H -3.730 1.746 1.049  0.09
H -2.873 2.731 -0.152  0.09
H -4.427 1.960 -0.571  0.07
H -0.194 -0.108 -0.418  0.06
H -0.279 1.489 0.359  0.09
H 0.994 1.146 -0.818  0.09
H -3.505 2.603 -3.771  0.08
H -3.982 0.960 -4.290  0.09
H -2.900 1.941 -5.300  0.09
C -9.709 2.874 1.486  -0.11
O -8.395 3.326 1.878  -0.27
P -7.683 4.517 0.912  0.63
O -6.303 4.266 1.458  -0.27
O -8.460 5.693 1.727  -0.27
C -8.459 5.670 3.149  -0.11
O -7.183 5.680 -0.207  -0.24
C -7.360 5.346 -1.595  -0.13
H -10.075 2.184 2.243  0.09
H -10.398 3.722 1.415  0.08
H -9.655 2.361 0.527  0.08
H -7.605 5.123 3.549  0.09
H -9.384 5.219 3.513  0.08
H -8.417 6.700 3.503  0.09
H -8.417 5.195 -1.823  0.08
H -6.796 4.442 -1.843  0.08
H -6.986 6.172 -2.195  0.09
C -8.633 -1.209 5.282  -0.12
O -9.525 -1.054 4.162  -0.27
P -9.077 -1.834 2.723  0.64
O -10.001 -0.998 1.886  -0.27
O -9.762 -3.228 3.210  -0.26
C -11.073 -3.204 3.761  -0.11
O -8.417 -2.668 1.413  -0.23
C -7.013 -2.460 1.162  -0.12
H -9.091 -0.743 6.151  0.09
H -8.468 -2.271 5.495  0.08
H -7.678 -0.725 5.075  0.08
H -11.643 -2.339 3.422  0.09
H -11.017 -3.199 4.851  0.08
H -11.587 -4.111 3.447  0.09
H -6.417 -2.792 2.014  0.08
H -6.815 -1.403 0.963  0.08
H -6.732 -3.044 0.289  0.09

HOMO-LUMO gap = 6.19 eV
charge = 0

---

no.,HOMO (eV),LUMO level (eV),E_tot (hartree)
1,-10.31,-3.75,-2446.6496
2,-8.34,-2.15,-4193.0952